{
  "formula": "C33H84AlF2N10O22P3S2",
  "method": "ωB97M-V/def2-TZVPD",
  "elements": ["Al", "N", "S", "O", "O", "F", "S", "O", "O", "F", "O", "P", "N", "C", "C", "N", "C", "C", "N", "C", "C", "H", "H", "H", "H", "H", "H", "H", "H", "H", "H", "H", "H", "H", "H", "H", "H", "H", "H", "O", "P", "N", "C", "C", "N", "C", "C", "N", "C", "C", "H", "H", "H", "H", "H", "H", "H", "H", "H", "H", "H", "H", "H", "H", "H", "H", "H", "H", "O", "P", "N", "C", "C", "N", "C", "C", "N", "C", "C", "H", "H", "H", "H", "H", "H", "H", "H", "H", "H", "H", "H", "H", "H", "H", "H", "H", "H", "C", "O", "C", "O", "O", "C", "H", "H", "H", "H", "H", "H", "C", "O", "C", "O", "O", "C", "H", "H", "H", "H", "H", "H", "C", "O", "C", "O", "O", "C", "H", "H", "H", "H", "H", "H", "C", "O", "C", "O", "O", "C", "H", "H", "H", "H", "H", "H", "C", "O", "C", "O", "O", "C", "H", "H", "H", "H", "H", "H"],
  "xyz": [[-2.7160, 1.8609, 2.0573], [-0.5030, 1.5159, 0.2448], [0.9404, 1.9000, 0.4097], [1.5108, 2.9715, -0.3679], [1.8286, 0.8627, 0.9073], [0.6529, 2.6642, 1.8021], [-0.3932, 0.8567, -1.2658], [0.0354, -0.5230, -1.2507], [-0.0755, 1.7290, -2.3811], [-1.9838, 0.6727, -1.3414], [-4.6643, -0.0448, 1.0416], [-5.1257, -1.2655, 0.3156], [-6.3773, -1.0145, -0.7637], [-7.2437, 0.1502, -0.6315], [-6.8676, -2.0225, -1.7011], [-5.6363, -2.5019, 1.3784], [-6.3455, -3.7040, 0.8379], [-5.1627, -2.5608, 2.7603], [-3.8666, -2.0584, -0.5231], [-2.6870, -2.5781, 0.1669], [-3.6305, -1.7804, -1.9403], [-8.2940, -0.1123, -0.7736], [-7.0453, 0.8845, -1.4148], [-7.1248, 0.5422, 0.3771], [-7.9374, -2.1641, -1.5577], [-6.2648, -2.9184, -1.6002], [-6.6562, -1.6733, -2.7172], [-5.7410, -4.1521, 0.0458], [-6.3742, -4.5329, 1.5413], [-7.2958, -3.3511, 0.4559], [-4.0804, -2.6005, 2.8183], [-5.6826, -1.7704, 3.3099], [-5.6475, -3.3914, 3.2774], [-2.0044, -1.7384, 0.3197], [-3.0237, -2.9502, 1.1335], [-2.2875, -3.4044, -0.4206], [-4.4723, -1.3212, -2.4545], [-3.4995, -2.7526, -2.4297], [-2.7375, -1.1947, -2.1624], [3.7561, -4.6344, -3.1621], [2.5880, -5.1687, -2.4121], [1.0746, -4.4284, -2.6186], [1.1652, -3.1152, -3.2445], [-0.2379, -5.0314, -2.5822], [2.7769, -5.2083, -0.7304], [1.6649, -5.6706, 0.1069], [4.0862, -5.2740, -0.1066], [2.2696, -6.8130, -2.7806], [3.3539, -7.7221, -2.4288], [1.6734, -7.1047, -4.0886], [2.1526, -2.6783, -3.1161], [0.4424, -2.4331, -2.7900], [0.9625, -3.1139, -4.3202], [-0.2266, -6.0457, -2.1968], [-0.7458, -4.9443, -3.5467], [-0.8046, -4.3423, -1.9398], [1.8820, -5.4857, 1.1555], [0.8362, -5.0086, -0.1624], [1.2786, -6.6697, -0.1015], [4.1592, -4.5445, 0.6987], [4.3693, -6.2704, 0.2512], [4.8118, -5.1332, -0.9105], [3.5755, -7.6520, -1.3610], [3.1012, -8.7700, -2.5794], [4.3007, -7.4795, -2.9192], [2.1454, -6.6877, -4.9823], [0.6353, -6.7754, -4.0861], [1.6746, -8.1839, -4.2369], [-0.2768, 1.9159, 4.1441], [0.3847, 2.0401, 5.4263], [1.5921, 3.2322, 5.3326], [2.5654, 3.4961, 6.3971], [1.4847, 4.3081, 4.3126], [1.2775, 0.6960, 5.9606], [2.3591, 0.2277, 5.1563], [0.4467, -0.4122, 6.5039], [-0.6681, 2.5259, 6.6419], [-0.2397, 2.5265, 8.0423], [-1.7258, 3.4689, 6.2834], [3.1599, 4.3862, 6.2060], [3.1123, 2.5676, 6.5475], [2.0650, 3.8133, 7.3196], [1.8003, 3.8885, 3.3558], [2.0987, 5.1644, 4.5739], [0.4489, 4.6395, 4.2177], [2.0863, 0.0574, 4.1068], [3.1846, 0.9467, 5.1503], [2.8212, -0.6798, 5.5432], [1.0426, -1.3095, 6.6530], [-0.0894, -0.1294, 7.4047], [-0.2280, -0.6917, 5.6863], [0.8143, 2.7013, 8.2619], [-0.7716, 3.2392, 8.6715], [-0.4272, 1.5604, 8.5201], [-1.2071, 4.3549, 5.9029], [-2.3683, 3.7885, 7.0998], [-2.3618, 3.0279, 5.5178], [8.1982, 5.2155, -2.9157], [7.2168, 5.3015, -1.8964], [6.8704, 4.1837, -1.2373], [7.4992, 3.1554, -1.2051], [5.6653, 4.3870, -0.7555], [5.0872, 3.3227, -0.0093], [8.0192, 4.4179, -3.6367], [9.1685, 4.9960, -2.4646], [8.2279, 6.2001, -3.3727], [5.2374, 2.3613, -0.4927], [4.0084, 3.4385, 0.1098], [5.4087, 3.4010, 1.0311], [0.8763, 2.7748, -5.0971], [0.9952, 4.1363, -4.9404], [-0.0492, 4.9677, -5.1349], [-1.2116, 4.7152, -5.2780], [0.4954, 6.1661, -5.3337], [-0.3037, 7.2649, -5.7386], [1.5405, 2.2939, -5.8246], [-0.1555, 2.4716, -5.2784], [1.2731, 2.2504, -4.2236], [-1.3535, 7.0312, -5.8980], [0.2411, 7.5805, -6.6292], [-0.2476, 8.0672, -5.0017], [4.2992, -1.0512, -3.4447], [4.4707, 0.3004, -3.8362], [3.7615, 1.2484, -3.2391], [2.8596, 1.0909, -2.4572], [4.2533, 2.4146, -3.6525], [3.6473, 3.6629, -3.3364], [4.0179, -1.1405, -2.3963], [5.2352, -1.5674, -3.6430], [3.5481, -1.5013, -4.0957], [2.5624, 3.6533, -3.3055], [4.0773, 4.2539, -4.1424], [3.9845, 4.0283, -2.3678], [-5.0738, 2.1825, -3.8497], [-4.9121, 2.0722, -2.4334], [-3.9563, 2.6755, -1.7425], [-3.9011, 2.5907, -0.5525], [-3.2112, 3.4643, -2.5576], [-2.2280, 4.2587, -1.9078], [-6.0800, 1.8799, -4.1309], [-4.4810, 1.5000, -4.4667], [-4.7892, 3.1729, -4.1957], [-2.6259, 5.0489, -1.2692], [-1.6823, 4.7244, -2.7247], [-1.5441, 3.6483, -1.3197], [0.6912, -1.7573, 1.7421], [-0.1074, -2.4549, 2.6850], [-1.0682, -1.8148, 3.3055], [-1.5840, -0.7812, 2.9644], [-1.5475, -2.5992, 4.3059], [-2.4813, -2.0655, 5.1991], [1.1063, -2.5547, 1.1233], [1.5366, -1.3343, 2.2865], [0.1941, -1.0185, 1.1203], [-2.4762, -0.9747, 5.2394], [-2.3399, -2.4988, 6.1880], [-3.4853, -2.3469, 4.8785]],
  "mulliken_charge": [1.084, 0.261, 0.848, -0.618, -0.649, -0.393, -0.125, -0.137, -0.138, -0.081, -0.917, 0.614, 0.547, -0.911, -1.271, 0.161, -0.858, -0.822, 0.454, -1.003, -0.548, 0.337, 0.172, 0.322, 0.376, 0.449, 0.292, 0.292, 0.433, 0.244, 0.086, 0.404, 0.471, 0.379, 0.045, 0.042, 0.002, 0.330, 0.141, -0.814, 0.446, 0.897, -0.693, -0.582, 0.530, -0.826, -1.068, 0.139, -0.955, -0.931, -0.115, 0.099, 0.367, 0.479, 0.377, -0.290, 0.478, 0.000, 0.236, 0.341, 0.381, 0.342, 0.232, 0.419, 0.340, 0.311, 0.277, 0.394, -0.370, -0.082, 0.327, -0.857, -0.781, 0.153, -0.829, -1.299, 0.261, -1.050, -0.792, 0.411, 0.327, 0.292, 0.202, 0.463, 0.239, 0.171, 0.283, 0.467, 0.426, 0.147, 0.622, 0.308, 0.416, 0.284, 0.327, 0.442, 0.132, -0.656, -0.340, 0.864, -0.579, -0.344, -0.648, 0.290, 0.300, 0.238, 0.331, 0.039, 0.468, -0.179, -0.223, 0.905, -0.598, -0.312, -0.698, 0.242, 0.401, -0.340, 0.327, 0.263, 0.246, -0.702, -0.354, 0.660, -0.124, -0.434, 0.080, 0.265, 0.320, 0.344, -0.149, 0.262, 0.032, -0.842, -0.091, 0.621, -0.350, -0.219, -0.089, 0.260, 0.323, 0.346, 0.341, -0.200, 0.001, -0.335, -0.476, 0.629, 0.001, -0.475, -0.504, -0.019, 0.332, 0.120, 0.187, 0.328, 0.150],
  "total_charge": 2,
  "e_lumo_ev": -10.90,
  "energy_ha": -5772.57751,
  "homo_lumo_gap_ev": 1.35
}

---

{
  "formula": "C10H18Cl3NO3S",
  "method": "ωB97M-V/def2-TZVPD",
  "elements": ["O", "S", "O", "N", "C", "C", "C", "C", "C", "C", "C", "C", "O", "C", "C", "Cl", "Cl", "Cl", "H", "H", "H", "H", "H", "H", "H", "H", "H", "H", "H", "H", "H", "H", "H", "H", "H", "H"],
  "xyz": [[0.5967, 0.8207, -0.2846], [-0.6230, 0.3098, 0.2442], [-1.5470, 1.1769, 0.8890], [-1.3888, -0.6084, -0.8885], [-1.1132, -0.2567, -2.2818], [-1.5402, -1.4270, -3.1787], [-0.5099, -1.8119, -4.2445], [0.1262, -0.6589, -5.0185], [-0.8114, 0.1626, -5.9014], [-1.8872, 0.9932, -5.1917], [-1.4128, 1.7413, -3.9389], [-1.7926, 1.0777, -2.6122], [-0.2570, -0.8867, 1.2857], [1.0766, -1.0445, 1.6768], [1.3389, -0.2751, 2.9717], [0.3097, -0.9071, 4.2615], [3.0326, -0.4783, 3.4300], [0.9764, 1.4438, 2.7217], [-2.3753, -0.6369, -0.6788], [-0.0290, -0.1327, -2.3067], [-1.6960, -2.2972, -2.5378], [-2.4977, -1.1977, -3.6433], [-0.9874, -2.4957, -4.9502], [0.2996, -2.3591, -3.7553], [0.8880, -1.0916, -5.6732], [0.6468, 0.0011, -4.3258], [-0.1845, 0.8469, -6.4794], [-1.3047, -0.5027, -6.6140], [-2.7406, 0.3663, -4.9367], [-2.2507, 1.7228, -5.9196], [-0.3346, 1.8945, -3.9769], [-1.8725, 2.7319, -3.9311], [-2.8768, 0.9297, -2.5852], [-1.5347, 1.7643, -1.7994], [1.7369, -0.6584, 0.8907], [1.2550, -2.1120, 1.8396]],
  "mulliken_charge": [-0.544, 0.965, -0.587, -0.358, 0.141, -0.916, -0.818, -0.598, -0.817, -0.658, -0.964, -0.728, -0.264, -0.925, 0.656, -0.139, -0.147, -0.104, 0.368, 0.434, 0.419, 0.372, 0.378, 0.323, 0.395, 0.282, 0.341, 0.323, 0.351, 0.403, 0.478, 0.366, 0.314, 0.379, 0.405, 0.475],
  "smiles": "O=S(=O)(NC1CCCCCCC1)OCC(Cl)(Cl)Cl",
  "de_lowest_kcal_mol": 0.0,
  "e_lumo_ev": 0.65,
  "energy_ha": -2451.06313,
  "homo_lumo_gap_ev": 10.76
}

---

{
  "formula": "C4H15N2O2",
  "method": "ωB97M-V/def2-TZVPD",
  "elements": ["C", "C", "C", "C", "N", "N", "H", "H", "H", "H", "H", "H", "H", "H", "H", "H", "H", "H", "H", "O", "H", "H", "O"],
  "xyz": [[2.5473, 0.4317, 2.2270], [2.2564, -0.6221, 1.1282], [0.9862, -0.2672, 0.4460], [-0.1798, -0.8789, 0.5257], [-1.2997, -0.4050, -0.3386], [2.6863, 1.7812, 1.7114], [3.3794, 0.2382, 2.8825], [1.6729, 0.3486, 2.8908], [2.3792, -1.5952, 1.5288], [3.0279, -0.4510, 0.3880], [1.0807, 0.3387, -0.4196], [-0.5905, -1.6345, 1.1669], [-2.1948, -0.5129, 0.1516], [-1.2149, 0.4987, -0.7960], [-1.4702, -0.9987, -1.1362], [2.4236, 1.9398, 0.7558], [3.5548, 2.2032, 1.9868], [-4.5739, 0.4280, -0.9988], [-3.6042, -0.3271, -1.9998], [-3.8419, -0.1844, -1.0689], [-2.2738, -0.8856, -3.8190], [-2.4741, 0.6314, -3.9203], [-2.2771, -0.0768, -3.2922]],
  "mulliken_charge": [-0.467, -0.881, -0.212, -0.256, -0.315, -0.459, 0.395, 0.226, 0.395, 0.294, 0.341, 0.385, 0.406, 0.345, 0.352, 0.182, 0.233, 0.318, 0.379, -0.652, 0.330, 0.313, -0.652],
  "de_lowest_kcal_mol": 45.5,
  "total_charge": 1,
  "e_lumo_ev": -3.12,
  "energy_ha": -421.12088,
  "homo_lumo_gap_ev": 8.69
}

---

{
  "formula": "C6H13N3O2",
  "method": "ωB97M-V/def2-TZVPD",
  "elements": ["C", "C", "C", "C", "C", "C", "N", "N", "N", "O", "O", "H", "H", "H", "H", "H", "H", "H", "H", "H", "H", "H", "H", "H"],
  "xyz": [[-0.3456, -1.7272, -1.2985], [0.0753, -0.3905, -1.9922], [-1.1583, -1.3569, -0.0368], [0.6448, 0.5613, -0.9862], [-0.4514, -0.5076, 1.0016], [-0.2162, 0.7528, 0.2287], [0.6717, -1.1177, 1.5434], [-1.1213, 1.7205, 0.2111], [1.3468, 1.9409, 1.4565], [2.2883, 1.6746, 2.1879], [1.0773, 3.0626, 1.0503], [-0.9070, -2.3513, -1.9905], [0.5666, -2.2437, -1.1459], [0.9426, -0.5920, -2.5927], [-0.6962, 0.0313, -2.6258], [-1.9723, -0.6796, -0.2081], [-1.5651, -2.2402, 0.4807], [1.5270, -0.0002, -0.6374], [0.9499, 1.5375, -1.3830], [-1.2346, -0.1957, 1.8707], [1.6057, -0.6295, 1.6417], [0.5846, -1.6933, 2.3933], [-0.8586, 2.6703, -0.1133], [-1.7541, 1.7735, 0.9444]],
  "mulliken_charge": [-0.814, -0.681, -0.928, -0.858, 0.259, -0.119, -0.480, -0.232, 0.565, -0.611, -0.593, 0.337, 0.395, 0.348, 0.340, 0.501, 0.444, 0.259, 0.569, 0.268, 0.213, 0.227, 0.355, 0.235],
  "de_lowest_kcal_mol": 88.7,
  "e_lumo_ev": [0.44, 0.44],
  "energy_ha": -551.02683,
  "homo_lumo_gap_ev": [8.38, 8.38]
}

---

The records above give, respectively, largest force on an atom values of 9.23; 1.02; 2.30; 4.34 eV Å⁻¹.